Entry 1:
ORCA calculation (ωB97M-V/def2-TZVPD) on one molecule with the formula C4H6O4.

highest occupied orbital energy: -0.324 Eh
frontier orbital gap: 9.534 eV
E_LUMO: 0.73 eV

```
14
Properties=species:S:1:pos:R:3:forces:R:3
C -1.359 0.381 0.871 2.72 0.81 -1.78
C -0.447 1.539 0.789 0.06 -3.18 -1.51
C -0.275 0.066 -0.273 -2.63 5.03 1.75
C 0.888 -0.770 0.060 -3.06 -1.37 3.11
O -1.832 1.690 0.517 -0.01 -0.27 -0.79
O -0.523 0.207 -1.632 2.20 -1.94 1.11
O 2.098 -0.164 -0.092 0.86 -1.54 -1.37
O 0.756 -2.025 -0.661 1.29 0.90 2.52
H -1.823 -0.180 1.634 -0.42 -0.47 0.70
H 0.152 2.222 1.385 -0.27 -0.45 0.14
H 0.678 -0.980 1.176 0.71 -0.29 -1.39
H -1.275 0.719 -1.770 -2.16 1.50 -0.24
H 2.458 -0.981 -0.504 1.46 1.04 0.07
H 0.504 -1.722 -1.501 -0.74 0.23 -2.32
```
Forces are in eV/Å.


Entry 2:
ORCA calculation (ωB97M-V/def2-TZVPD) on one molecule with the formula C4H6O4.

highest occupied orbital energy (alpha / beta): -0.290 / -0.262 Eh
frontier orbital gap (alpha / beta): 8.268 / 7.292 eV
E_LUMO (alpha / beta): 0.38 / 0.16 eV

```
14
Properties=species:S:1:pos:R:3:forces:R:3
C -1.564 -0.092 -0.887 -0.90 2.00 0.12
C -1.192 -0.679 0.460 0.05 -0.75 1.24
C 0.323 -0.157 0.740 -1.73 -1.06 2.46
C 0.950 0.059 -0.550 0.21 -1.53 -2.64
O -2.525 0.584 -1.140 1.40 -1.20 0.28
O 0.349 1.118 1.455 1.27 -2.13 0.24
O 1.738 1.147 -0.794 0.43 -3.24 -2.11
O 1.329 -1.121 -1.179 1.11 2.18 -1.42
H -2.007 -0.592 1.310 1.73 0.30 -1.43
H -1.121 -1.766 0.258 0.19 0.38 0.19
H 0.843 -1.034 1.371 -0.86 2.26 -1.05
H -0.339 1.659 1.124 -1.38 0.76 -0.49
H 1.453 1.684 -0.119 -0.59 2.98 2.79
H 1.763 -0.811 -2.047 -0.94 -0.93 1.82
```
Forces are in eV/Å.


Entry 3:
ORCA calculation (ωB97M-V/def2-TZVPD) on C4H6O7Yb as an isolated structure.

highest occupied orbital energy (alpha / beta): -0.214 / -0.214 Eh
frontier orbital gap (alpha / beta): 2.245 / 2.243 eV
E_LUMO (alpha / beta): -3.58 / -3.58 eV

```
18
Properties=species:S:1:pos:R:3:forces:R:3
O 2.232 2.112 -1.725 1.57 0.47 -0.94
C 1.365 1.719 -0.891 -0.95 -1.16 0.66
O 1.728 0.859 -0.014 1.22 -0.19 0.16
O 0.142 2.145 -0.982 1.10 0.60 -0.54
O -1.926 -0.562 0.286 0.69 0.21 -0.19
C -1.440 0.268 -0.691 -0.29 -1.24 0.44
C -0.880 1.577 -0.125 -0.50 -0.09 0.91
Yb 3.971 0.772 -1.008 -2.84 0.59 0.30
H -2.199 0.546 -1.457 0.03 -0.03 0.08
H -0.636 -0.243 -1.270 0.28 0.23 -0.10
H -0.467 1.442 0.882 -0.09 -0.19 -0.30
H -1.660 2.344 -0.072 0.28 -0.07 -0.08
C -0.180 -2.069 0.978 2.93 -2.42 0.44
O 0.369 -2.548 -0.023 -1.41 1.22 -0.42
O 0.507 -1.198 1.755 -0.35 1.47 -0.12
H 0.993 -0.572 1.177 -0.66 -0.45 0.12
O -0.827 -2.904 1.838 -1.04 0.81 -0.16
H -1.093 -3.687 1.343 0.02 0.25 -0.23
```
Forces are in eV/Å.


Max |F|: 5.9, 4.1, 3.8 (eV/A)